Below is an isolated molecule of C5H11N in a non-equilibrium geometry, with properties calculated with ωB97M-V/def2-TZVPD.

```
17
Properties=species:S:1:pos:R:3:nbo_charge:R:1
C 0.0882 1.9590 -1.5698 -0.65
C 0.5438 1.0021 -0.5061 -0.20
C -0.1734 -0.0059 -0.0139 0.17
C -1.5986 -0.2802 -0.4148 -0.66
N 0.2563 -0.6034 1.2079 -0.68
C 0.9313 -1.8644 1.4243 -0.40
H -0.4137 2.7810 -1.1251 0.21
H -0.5926 1.5768 -2.3075 0.21
H 0.9547 2.3286 -2.1044 0.21
H 1.4601 1.2811 -0.0037 0.20
H -1.7367 -0.2074 -1.4941 0.21
H -1.9760 -1.2367 -0.0701 0.22
H -2.1966 0.4902 0.0640 0.22
H 0.3805 0.0372 1.9710 0.37
H 1.2898 -2.2979 0.4897 0.19
H 0.2493 -2.6259 1.8153 0.17
H 1.7863 -1.7402 2.0829 0.19
```

Properties
- HOMO-LUMO gap: 9.267 eV
- Energy above the lowest of the compared OMol25 structures with the same formula, charge and spin: 121.5 kJ/mol
- SMILES: C/C=C(\C)NC
- Largest force on an atom: 1.24 eV/Å